{
  "formula": "C9H14",
  "method": "ωB97M-V/def2-TZVPD",
  "lumo_energy_ev": 1.0,
  "multiplicity": 1,
  "homo_lumo_gap_ev": 9.95,
  "e_tot_ev": -9559.294,
  "smiles": "Cc1ccccc1.CC",
  "elements": ["C", "C", "C", "C", "C", "C", "C", "H", "H", "H", "H", "H", "H", "H", "H", "C", "C", "H", "H", "H", "H", "H", "H"],
  "xyz": [[0.822508, 0.568150, 1.846362], [0.685399, 1.337074, -0.556526], [0.051707, 1.026307, 0.656001], [-0.055361, 1.906964, -1.574163], [-1.296572, 1.332907, 0.741532], [-1.436052, 1.920889, -1.574027], [-2.047552, 1.805358, -0.331823], [1.699292, 1.009254, -0.753426], [0.419039, 2.148190, -2.520722], [0.527142, -0.348979, 2.352579], [0.917058, 1.312583, 2.646646], [-1.778739, 1.189604, 1.703909], [-1.975727, 2.004585, -2.506343], [-3.049380, 2.093566, -0.082367], [1.886115, 0.474484, 1.597635], [0.215930, -2.259730, -0.817253], [0.950772, -2.654211, 0.493280], [0.610134, -2.774202, -1.694393], [-0.835254, -2.555299, -0.817489], [0.245138, -1.204385, -0.987525], [0.241255, -3.155963, 1.140405], [1.491986, -1.823488, 0.898793], [1.711171, -3.353649, 0.138917]],
  "forces_ev_per_a": [[1.4, 0.1, 0.7], [-0.3, -0.1, 0.7], [0.1, 0.5, -0.5], [0.3, -1.2, -1.6], [-0.2, 0.2, 0.4], [-0.2, 0.7, 0.8], [0.5, -0.6, 0.6], [0.2, 0.5, 0.2], [0.2, -0.2, 0.1], [-0.4, -0.1, -0.3], [-0.7, 0.2, -0.2], [-0.1, 0.1, 0.0], [-0.1, 0.7, 0.1], [-0.6, -0.2, -0.5], [-0.1, -0.4, -0.3], [-0.4, -0.5, 0.1], [-0.1, -0.7, -2.1], [0.3, 0.1, 0.0], [0.0, 0.1, 0.3], [0.0, 0.6, -0.2], [0.3, 0.1, 0.5], [-0.1, 0.3, 0.6], [0.0, -0.3, 0.7]],
  "nbo_charge": [-0.65, -0.22, -0.02, -0.20, -0.21, -0.21, -0.20, 0.21, 0.21, 0.23, 0.22, 0.21, 0.22, 0.21, 0.21, -0.61, -0.62, 0.20, 0.20, 0.21, 0.21, 0.21, 0.20]
}

***

{
  "formula": "C5H7NO",
  "method": "ωB97M-V/def2-TZVPD",
  "lumo_energy_ev": 1.0,
  "multiplicity": 1,
  "homo_lumo_gap_ev": 10.52,
  "e_tot_ev": -8831.649,
  "elements": ["C", "N", "C", "C", "C", "C", "O", "H", "H", "H", "H", "H", "H", "H"],
  "xyz": [[-0.718219, 1.656491, -0.483557], [0.690705, 1.495162, -0.879990], [0.017687, 0.411822, -0.228401], [0.530107, -0.415367, 0.949080], [-0.440625, -1.561744, 0.624221], [0.125054, -1.028407, -0.693524], [1.466145, -1.031391, -0.017922], [-0.955528, 2.293998, 0.365811], [-1.404613, 1.736577, -1.323538], [1.336368, 1.963024, -0.249593], [0.888506, -0.078804, 1.925385], [-1.506342, -1.489277, 0.847893], [-0.007349, -2.535847, 0.866978], [-0.021897, -1.416237, -1.702845]],
  "forces_ev_per_a": [[-0.4, 0.1, 0.1], [0.2, 0.1, 0.0], [-0.1, 0.0, 0.0], [0.1, 0.2, 0.4], [-0.2, -0.1, 0.1], [0.0, -0.2, -0.4], [0.1, -0.2, -0.2], [0.0, -0.1, -0.1], [0.0, -0.1, 0.2], [-0.1, 0.0, -0.1], [0.2, -0.1, -0.2], [0.1, 0.2, -0.1], [-0.2, 0.2, 0.1], [0.4, 0.0, 0.1]],
  "nbo_charge": [-0.26, -0.57, 0.04, 0.07, -0.41, 0.08, -0.51, 0.20, 0.20, 0.35, 0.20, 0.20, 0.22, 0.20]
}